Density functional theory data (wB97M-V/def2-TZVPD) for a molecular structure, C9H18N2Si in a non-equilibrium geometry.

Calculated values
E = -20480.287 eV
HOMO = -7.92 eV
Energy relative to the best compared isomer or geometry (same formula, charge and spin) = 2.4697 eV
Total charge = 0

Structure (XYZ):
```
30
C9H18N2Si, DFT wB97M-V/def2-TZVPD
Si -1.365 0.685 0.196
N 1.955 2.763 0.447
N 0.964 -1.334 -0.043
C 2.275 0.607 -0.984
C 3.106 -1.101 0.875
C -3.242 0.058 0.358
C -1.475 1.975 -1.117
C -1.045 -2.353 -0.666
C 2.185 1.843 -0.213
C -0.445 0.842 1.782
C 2.005 -0.645 -0.100
C -0.171 -1.166 -0.813
H -1.168 1.104 2.572
H -0.796 1.640 -1.927
H 0.466 1.443 1.740
H -2.098 -2.148 -0.553
H -2.369 2.504 -1.390
H 3.541 -2.024 0.603
H -0.822 -3.014 0.234
H -0.900 -3.064 -1.437
H 1.416 0.693 -1.629
H -3.797 0.929 0.679
H 3.983 -0.398 0.858
H -0.817 2.841 -0.608
H -0.195 -0.921 -1.928
H 2.692 -1.259 1.973
H -3.687 -0.155 -0.537
H -3.409 -0.776 1.082
H 3.280 0.553 -1.419
H -0.067 -0.121 1.965
```

Löwdin population analysis, charges in e, atoms 1 to 8:
1. Si 0.708
2. N 0.158
3. N 0.027
4. C -0.091
5. C -0.044
6. C -0.190
7. C -0.214
8. C -0.158

Density functional theory data (wB97M-V/def2-TZVPD) for 2 unconnected molecules or ions with the total composition C9H18N3O in a non-equilibrium geometry.

Calculated values
E = -16129.162 eV
HOMO = -12.83 eV
Energy relative to the best compared isomer or geometry (same formula, charge and spin) = 6.4244 eV
Total charge = +1

Structure (XYZ):
```
31
C9H18N3O, DFT wB97M-V/def2-TZVPD
O 0.655 -2.746 -0.450
N 2.132 1.360 -0.157
N 1.434 3.540 -0.275
N 1.254 2.360 0.335
C 0.176 1.045 -1.933
C -0.768 2.895 2.048
C -1.062 -4.396 -0.785
C 0.341 1.936 1.387
C -0.732 -3.010 -0.254
C 0.464 4.499 0.248
C -0.687 4.358 1.344
C -1.063 -2.890 1.225
C 1.337 0.377 -0.987
H -0.480 -3.605 1.816
H -1.395 5.251 1.602
H -0.809 -1.892 1.597
H -0.209 0.345 -2.804
H 0.875 -0.426 -0.236
H 1.160 -3.411 0.047
H -0.807 -4.471 -1.848
H -0.744 1.327 -1.228
H -2.125 -4.623 -0.663
H 2.922 1.796 -0.686
H 0.399 0.824 1.793
H -0.478 -5.164 -0.266
H -1.536 2.584 2.866
H -1.292 -2.256 -0.818
H 0.556 5.584 -0.247
H 2.082 -0.206 -1.686
H -2.127 -3.072 1.408
H 0.526 2.089 -2.395
```

Löwdin population analysis, charges in e, atoms 1 to 8:
1. O -0.084
2. N -0.012
3. N 0.134
4. N -0.196
5. C -0.112
6. C 0.074
7. C -0.057
8. C 0.062

Density functional theory data (wB97M-V/def2-TZVPD) for a single C9H18NO4P molecule in a non-equilibrium geometry.

Calculated values
E = -28590.824 eV
HOMO (spin up / spin down) = -10.17 / -9.40 eV
Energy relative to the best compared isomer or geometry (same formula, charge and spin) = 3.7101 eV
Total charge = 0

Structure (XYZ):
```
33
C9H18NO4P, DFT wB97M-V/def2-TZVPD
P -0.318 0.427 -0.006
O 1.896 -1.319 -1.274
O -1.668 -0.437 0.353
O -0.399 0.934 -1.373
O -0.300 1.717 1.017
N 3.542 0.341 -1.092
C -3.491 -1.506 -0.811
C 0.823 -2.654 0.137
C -0.157 4.111 0.534
C 1.045 -0.377 0.768
C 2.673 -0.296 -1.658
C -1.085 2.893 0.733
C 1.739 -1.477 0.141
C 3.068 -1.828 0.933
C -2.816 -0.206 -0.461
H -3.445 0.547 0.231
H -2.782 -2.087 -1.448
H 3.508 -2.736 0.470
H 3.733 -0.970 0.795
H -3.836 -2.076 0.063
H -4.435 -1.289 -1.265
H 2.859 -1.867 1.998
H 1.188 -0.118 1.819
H 0.028 -2.565 -0.636
H -2.464 0.286 -1.284
H 1.494 -3.630 0.193
H 0.345 4.557 1.380
H 0.575 3.685 -0.122
H 0.337 -2.601 1.154
H -0.811 4.937 0.142
H -1.569 2.844 -0.295
H -1.770 3.041 1.559
H 2.491 -0.281 -2.694
```

Löwdin population analysis, charges in e, atoms 1 to 8:
1. P 0.556
2. O -0.038
3. O -0.227
4. O -0.252
5. O -0.246
6. N 0.240
7. C -0.069
8. C -0.030

Density functional theory data (wB97M-V/def2-TZVPD) for a molecular structure, C9H18NOS in a non-equilibrium geometry.

Calculated values
E = -23988.082 eV
HOMO = -13.14 eV
Energy relative to the best compared isomer or geometry (same formula, charge and spin) = 2.8941 eV
Total charge = +1

Structure (XYZ):
```
30
C9H18NOS, DFT wB97M-V/def2-TZVPD
S -0.077 2.053 -0.909
O 0.648 -1.343 2.146
N -0.132 0.957 1.614
C -1.075 -0.334 -2.242
C -0.750 -0.067 0.765
C -0.161 0.162 -1.126
C -0.269 -1.354 1.369
C 0.645 1.983 0.813
C 1.158 -0.539 -1.106
C -1.263 1.690 2.284
C 2.139 -0.019 -2.172
C -0.719 -2.618 0.779
H -1.757 2.494 1.708
H -0.120 -2.973 -0.041
H -1.953 0.297 -2.271
H 0.644 0.612 2.189
H 0.469 3.077 1.041
H -1.886 0.918 2.489
H 2.866 -0.718 -2.622
H -0.591 -3.455 1.408
H -0.788 2.229 3.189
H -1.272 -1.314 -1.929
H 2.749 0.734 -1.837
H 0.913 -1.516 -1.325
H 1.637 -0.383 0.005
H -1.870 0.169 0.728
H 1.577 0.486 -3.083
H -1.769 -2.581 0.514
H -0.589 -0.220 -3.144
H 1.594 1.571 0.769
```

Löwdin population analysis, charges in e, atoms 1 to 8:
1. S 0.947
2. O 0.116
3. N -0.174
4. C -0.035
5. C -0.112
6. C -0.511
7. C -0.437
8. C -0.332

Density functional theory data (wB97M-V/def2-TZVPD) for a molecular structure, C9H18NOSn in a non-equilibrium geometry.

Calculated values
E = -18981.040 eV
HOMO = -10.96 eV
Energy relative to the best compared isomer or geometry (same formula, charge and spin) = 1.1742 eV
Total charge = +1

Structure (XYZ):
```
30
C9H18NOSn, DFT wB97M-V/def2-TZVPD
Sn 3.308 1.196 -2.526
O 2.335 0.311 0.505
N 0.963 0.150 0.002
C 1.370 -2.275 -0.744
C 0.424 -1.254 -0.040
C -1.913 -0.282 -0.614
C -0.423 1.359 1.692
C 0.036 1.320 0.245
C 0.700 2.671 -0.225
C -1.238 1.102 -0.641
C 0.016 -1.804 1.315
C -0.830 -1.330 -0.902
H 1.515 -2.150 -1.817
H -1.310 -2.293 -0.731
H 0.915 -3.259 -0.627
H -0.282 -2.852 1.298
H -1.977 1.819 -0.284
H 2.345 -2.389 -0.269
H -2.467 -0.430 0.313
H 1.270 2.596 -1.151
H -0.697 2.360 2.027
H -0.078 3.423 -0.358
H 0.666 -1.538 2.149
H 1.473 3.039 0.450
H -1.123 0.607 2.054
H -0.956 -1.376 1.561
H -1.081 1.489 -1.648
H 0.471 1.258 2.307
H -0.723 -1.216 -1.980
H -2.707 -0.251 -1.360
```

Löwdin population analysis, charges in e, atoms 1 to 8:
1. Sn 0.962
2. O -0.144
3. N -0.006
4. C -0.032
5. C -0.478
6. C -0.164
7. C -0.021
8. C -0.454

Density functional theory data (wB97M-V/def2-TZVPD) for a single C9H18O2 molecule in a non-equilibrium geometry.

Calculated values
E = -13718.503 eV
HOMO = -9.67 eV
Energy relative to the best compared isomer or geometry (same formula, charge and spin) = 2.4376 eV
Total charge = 0
Structure (SMILES) = CC(C)[C@@H]1OCOCC1(C)C

Structure (XYZ):
```
29
C9H18O2, DFT wB97M-V/def2-TZVPD
O 1.646 0.020 -2.289
O 1.491 -1.095 -0.254
C -0.498 -0.580 1.415
C 0.768 1.888 -0.007
C -1.434 -1.660 1.760
C 1.784 -1.212 -1.613
C 0.548 -0.299 2.470
C -1.525 1.253 -0.976
C -0.037 0.822 -0.812
C 0.354 0.574 -2.268
C 0.151 -0.546 -0.077
H -1.250 0.187 1.456
H -1.623 1.859 -1.845
H -1.895 1.927 -0.171
H 1.134 0.580 2.354
H 2.844 -1.492 -1.734
H 0.409 1.573 -2.790
H -0.540 -1.198 -0.665
H 1.170 -1.190 2.463
H 0.967 2.786 -0.547
H 1.111 -1.974 -2.047
H -1.131 -2.636 2.020
H 0.109 -0.221 3.476
H -2.178 0.355 -1.018
H 1.743 1.434 0.146
H -0.259 -0.210 -2.811
H -2.116 -1.311 2.532
H -2.062 -1.829 0.872
H 0.322 2.196 0.961
```

Löwdin population analysis, charges in e, atoms 1 to 8:
1. O -0.110
2. O -0.061
3. C -0.361
4. C -0.019
5. C -0.088
6. C -0.229
7. C -0.060
8. C -0.041

Density functional theory data (wB97M-V/def2-TZVPD) for 2 unconnected molecules or ions with the total composition C9H18O2Si in a non-equilibrium geometry.

Calculated values
E = -21592.147 eV
HOMO (spin up / spin down) = -6.97 / -9.89 eV
Spin multiplicity = 3
Total charge = 0

Structure (XYZ):
```
30
C9H18O2Si, DFT wB97M-V/def2-TZVPD
Si -1.673 0.343 0.012
O 2.156 -0.001 2.290
O 3.201 0.061 0.231
C -1.770 -0.908 -1.435
C 0.289 1.909 1.298
C 2.560 -0.745 -0.877
C 0.115 1.084 0.134
C -2.321 -0.412 1.610
C 3.273 -1.929 -1.524
C 1.492 -1.051 0.210
C -2.878 1.813 -0.244
C 2.210 -0.249 1.112
H -0.762 -0.900 -1.961
H 0.626 1.169 -0.841
H -2.406 -1.526 1.575
H -1.528 -0.099 2.327
H -2.737 -0.685 -1.984
H 4.171 -1.576 -2.094
H 1.170 2.690 1.139
H -2.464 2.689 0.249
H 2.205 0.032 -1.609
H -3.254 0.103 1.890
H 3.472 -2.724 -0.911
H -1.883 -1.962 -1.105
H 2.699 -2.365 -2.406
H -0.542 2.267 1.676
H -3.047 2.089 -1.270
H -3.844 1.507 0.143
H 0.854 -1.865 0.174
H 0.615 1.238 2.190
```

Löwdin population analysis, charges in e, atoms 1 to 8:
1. Si 0.531
2. O 0.106
3. O 0.064
4. C -0.203
5. C -0.193
6. C -0.243
7. C -0.227
8. C -0.181

Density functional theory data (wB97M-V/def2-TZVPD) for a single C9H18O3 molecule in a non-equilibrium geometry.

Calculated values
E = -15765.371 eV
HOMO = -9.63 eV
Energy relative to the best compared isomer or geometry (same formula, charge and spin) = 1.8242 eV
Total charge = 0
Structure (SMILES) = C=CC(OCC)(OCC)OCC

Structure (XYZ):
```
30
C9H18O3, DFT wB97M-V/def2-TZVPD
O 0.409 -0.648 0.934
O 0.266 0.332 -1.019
O -1.652 -0.268 0.191
C 1.796 -0.500 0.880
C 0.178 1.557 -1.776
C -0.324 0.325 0.293
C 2.480 -1.290 2.031
C -0.358 1.668 0.956
C -1.332 -2.309 -1.162
C 0.225 2.027 2.104
C -1.209 1.560 -2.423
C -1.730 -1.688 0.187
H -1.947 1.519 -1.604
H -0.989 2.391 0.442
H 2.188 -2.323 2.058
H -1.819 -1.810 -1.997
H -0.250 -2.264 -1.356
H 0.951 1.476 -2.559
H 2.063 0.621 0.856
H -1.300 0.671 -3.054
H 0.865 1.349 2.641
H 3.569 -1.289 1.971
H 2.129 -0.873 2.981
H -1.608 -3.369 -1.135
H 0.278 3.048 2.414
H 0.383 2.470 -1.195
H -1.358 2.444 -3.042
H 2.152 -0.844 -0.132
H -1.235 -2.138 1.088
H -2.820 -1.845 0.427
```

Löwdin population analysis, charges in e, atoms 1 to 8:
1. O -0.078
2. O -0.080
3. O -0.065
4. C -0.252
5. C -0.230
6. C -0.528
7. C -0.050
8. C -0.052